1.
# C5H13N

A 2-piece molecular cluster, C5H13N overall in a non-equilibrium geometry (wB97M-V/def2-TZVPD, the Open Molecules 2025 dataset).

The SMILES is C=CC.CCN. The frontier orbital gap is 9.88 eV. The value obtained for the energy relative to the best compared isomer or geometry (same formula, charge and spin) is 229.2 kJ/mol.

CARTESIAN COORDINATES (ANGSTROEM)
C 2.6143 0.3296 0.5669
C 2.3351 -0.9626 0.7700
C 2.5156 -1.9978 -0.3180
H 2.8366 1.0059 1.3880
H 2.4384 0.7364 -0.4301
H 1.7685 -1.2821 1.6470
H 3.1687 -2.8335 -0.0875
H 1.5202 -2.4154 -0.5320
H 2.7765 -1.4909 -1.2535
C -2.6122 0.1066 -0.9230
C -2.5872 1.2057 0.1588
N -1.2456 1.7474 0.3158
H -1.9091 -0.6503 -0.5564
H -3.5699 -0.3989 -1.0225
H -2.2515 0.3723 -1.9131
H -3.1955 1.9658 -0.3359
H -2.9449 0.8094 1.1122
H -0.3472 1.2989 0.3844
H -1.3108 2.4534 1.0292

2.
# C3H4NOP

An isolated molecule of C3H4NOP in a non-equilibrium geometry (wB97M-V/def2-TZVPD, the Open Molecules 2025 dataset).

The frontier orbital gap (alpha / beta) is 6.86 / 6.93 eV. The value obtained for the energy relative to the best compared isomer or geometry (same formula, charge and spin) is 442.1 kJ/mol.

CARTESIAN COORDINATES (ANGSTROEM)
C 0.9012 0.0788 -0.2907
C 0.0447 -2.0698 0.5267
C 0.1338 1.2033 0.2468
N 0.4211 -1.1172 -0.1436
O -1.1856 0.8652 0.4262
P -2.0848 -0.0752 -0.5427
H 1.7170 0.3293 -0.9919
H -0.6396 -2.7080 -0.0547
H 0.5982 1.3933 1.3056
H 0.0940 2.1002 -0.4817

3.
# C36H51BN2O2ReSe2

C36H51BN2O2ReSe2 as an isolated structure (wB97M-V/def2-TZVPD, the Open Molecules 2025 dataset).

The frontier orbital gap (alpha / beta) is 6.19 / 5.92 eV. The value obtained for the energy relative to the best compared isomer or geometry (same formula, charge and spin) is 37.8 kJ/mol. As for the multiplicity: 2.

CARTESIAN COORDINATES (ANGSTROEM)
Re -0.7898 -0.2198 0.7883
C -0.1792 2.8751 2.7587
C 0.0620 1.5751 3.1164
C 0.6792 0.8772 2.0000
C 0.8211 1.8940 0.9527
C 0.2744 3.0629 1.4122
H -0.6437 3.6305 3.3763
H -0.1675 1.1156 4.0662
H 1.4756 0.1642 2.1865
H 1.3759 1.7726 0.0361
H 0.2001 3.9826 0.8526
O -2.3500 1.5041 1.5138
C -3.7464 1.3272 1.6190
C -4.2594 0.6251 0.3646
C -5.7546 0.9890 0.2743
O -6.5002 0.1820 -0.6101
C -3.5520 1.1823 -0.8772
Se -1.7315 0.5492 -1.2726
C -4.1272 -0.9019 0.4548
Se -2.6121 -1.6174 1.4811
H -1.9859 2.0811 2.2108
H -4.2159 2.3128 1.7142
H -3.9985 0.7284 2.5041
H -5.8515 2.0485 0.0017
H -6.2192 0.8541 1.2543
H -6.1410 0.2806 -1.4976
H -3.5263 2.2729 -0.8410
H -4.1046 0.8913 -1.7740
H -4.0257 -1.3389 -0.5403
H -5.0144 -1.3360 0.9216
C 1.5208 -2.5299 3.3670
C 2.9467 -1.9816 3.2628
C 3.9469 -3.1370 3.3756
C 3.3167 -1.0947 2.0756
C 4.2576 -0.0944 2.3166
C 4.7206 0.7227 1.3016
C 4.2830 0.5205 0.0031
C 3.3534 -0.4703 -0.2887
C 2.9706 -0.7703 -1.7286
C 4.1844 -0.7411 -2.6593
C 1.8851 0.1592 -2.2602
C 2.8374 -1.2288 0.7706
N 1.8293 -2.1849 0.4757
B 0.3945 -2.0183 0.2903
N 0.0047 -3.3536 -0.1572
C 1.1286 -4.1684 -0.2259
C 2.2151 -3.4749 0.1489
C -1.2151 -3.9291 -0.6341
C -1.5023 -3.8448 -1.9991
C -2.6397 -4.4933 -2.4763
C -3.4492 -5.2265 -1.6306
C -3.1074 -5.3539 -0.2937
C -1.9848 -4.7221 0.2253
C -1.5756 -4.9770 1.6618
C -0.7843 -6.2878 1.7540
C -2.7488 -5.0438 2.6361
C -0.5464 -3.2109 -2.9918
C 0.1709 -4.3075 -3.7845
C -1.2309 -2.2366 -3.9447
H 1.3826 -2.9373 4.3697
H 1.3376 -3.3326 2.6551
H 0.7619 -1.7626 3.2187
H 3.0972 -1.3412 4.1407
H 3.8128 -3.8370 2.5505
H 3.7932 -3.6854 4.3052
H 4.9754 -2.7788 3.3539
H 4.6237 0.0431 3.3263
H 5.4402 1.5004 1.5175
H 4.6835 1.1303 -0.7948
H 2.5696 -1.7870 -1.7481
H 4.5398 0.2754 -2.8274
H 3.9140 -1.1527 -3.6319
H 5.0123 -1.3260 -2.2600
H 2.2183 1.1988 -2.2382
H 0.9697 0.0772 -1.6713
H 1.6358 -0.0919 -3.2914
H 1.0623 -5.1807 -0.5781
H 3.2449 -3.7846 0.1842
H -2.8792 -4.4369 -3.5301
H -4.3312 -5.7202 -2.0144
H -3.7206 -5.9622 0.3550
H -0.9129 -4.1614 1.9683
H -1.4191 -7.1303 1.4753
H -0.4340 -6.4524 2.7731
H 0.0801 -6.2916 1.0952
H -3.3599 -5.9288 2.4587
H -3.3926 -4.1670 2.5717
H -2.3711 -5.1164 3.6561
H 0.2138 -2.6700 -2.4243
H -0.5291 -4.8615 -4.4116
H 0.6619 -5.0209 -3.1237
H 0.9277 -3.8695 -4.4362
H -2.0181 -2.7355 -4.5116
H -0.5106 -1.8456 -4.6626
H -1.6789 -1.3984 -3.4139

4.
# C7H9BrN3O

A 2-piece molecular cluster, C7H9BrN3O overall in a non-equilibrium geometry (wB97M-V/def2-TZVPD, the Open Molecules 2025 dataset).

Its net charge is +1. The frontier orbital gap is 10.85 eV.

CARTESIAN COORDINATES (ANGSTROEM)
O 1.3934 -1.4200 -0.1404
C 1.7344 -0.5779 -0.8825
Br 3.1960 -0.8070 -2.0748
C 1.0131 0.7628 -0.9192
N -0.4127 0.5180 -1.1431
C -1.4257 0.6850 -0.2316
C -2.5748 0.3081 -0.8546
N -2.2341 -0.0785 -2.1162
C -0.9172 0.0526 -2.2833
H 1.4135 1.4376 -1.6620
H 1.1211 1.2123 0.0629
H -1.2578 1.0388 0.7640
H -3.5679 0.2902 -0.4577
H -2.8691 -0.4158 -2.8213
H -0.3708 -0.1941 -3.1701
C 1.0548 -0.9626 3.1936
C 1.0310 0.4441 2.8276
N 0.9759 1.5508 2.5381
H 0.0552 -1.2773 3.4870
H 1.3632 -1.5363 2.3220
H 1.7443 -1.1560 4.0119

5.
# C3H4N2O2S2

A 2-piece molecular cluster, C3H4N2O2S2 overall in a non-equilibrium geometry (wB97M-V/def2-TZVPD, the Open Molecules 2025 dataset).

The frontier orbital gap (alpha / beta) is 6.27 / 6.81 eV. The value obtained for the energy relative to the best compared isomer or geometry (same formula, charge and spin) is 0.0 kJ/mol. As for the multiplicity: 3.

CARTESIAN COORDINATES (ANGSTROEM)
C 0.1301 0.0136 0.8762
C -0.7413 0.4160 -0.1707
C -2.0794 0.4179 0.2898
N -0.5435 -0.3172 2.0474
N -0.3624 0.8148 -1.4463
O 1.1296 -1.4117 -3.0142
O -0.7230 -2.0050 -1.5255
S -2.2264 -0.0837 1.8727
S -0.2407 -1.2112 -2.6825
H 1.1959 0.0011 0.9350
H -0.1962 -1.0357 2.6773
H 0.4171 1.4800 -1.6115
H -1.2076 1.0198 -1.9307

6.
# C15H34N6O4P

A 3-piece molecular cluster, C15H34N6O4P overall (wB97M-V/def2-TZVPD, the Open Molecules 2025 dataset).

Its net charge is +1. The frontier orbital gap is 8.58 eV. The value obtained for the energy relative to the best compared isomer or geometry (same formula, charge and spin) is 0.0 kJ/mol.

CARTESIAN COORDINATES (ANGSTROEM)
C -3.1067 -6.0256 -2.9777
C -1.6009 -5.9180 -3.1076
O -0.9371 -5.3783 -1.9735
C -1.4529 -4.1542 -1.5276
C -0.3550 -3.5129 -0.6698
N -0.6665 -3.4316 0.7527
C -0.3103 -4.3159 1.6605
N -0.7414 -4.0247 2.8627
C -1.3904 -2.8660 2.7092
N -1.9162 -2.2632 3.7760
O -2.5401 -1.0436 3.7498
N -1.3871 -2.4330 1.4238
P -2.0342 -0.8881 0.7858
C -3.0060 -1.3623 -0.6829
C -0.5390 -0.1237 0.0553
C -0.7762 1.4028 -0.0049
H -3.4915 -6.6370 -3.7923
H -3.6130 -5.0620 -3.0434
H -3.4051 -6.5013 -2.0436
H -1.1878 -6.9115 -3.2641
H -1.3490 -5.3269 -3.9951
H -2.3447 -4.3065 -0.9132
H -1.7054 -3.5064 -2.3689
H 0.5031 -4.1799 -0.7217
H -0.0309 -2.5465 -1.0399
H 0.2651 -5.2007 1.4386
H -1.7906 -2.7016 4.6748
H -3.4896 -1.2184 3.6727
H -3.6530 -2.2158 -0.4988
H -3.6147 -0.4936 -0.9261
H -2.3811 -1.5770 -1.5459
H 0.2699 -0.3456 0.7533
H -0.3204 -0.5240 -0.9328
H -1.3862 1.6402 -0.8739
H 0.1526 1.9560 -0.0338
H -1.3580 1.7005 0.8666
C -0.2209 5.2725 2.1145
C 0.3233 5.1814 0.7085
O -0.0773 4.3323 -0.0842
N 1.2753 6.0645 0.3518
C 1.8939 7.1066 1.1493
H -0.9713 4.4982 2.2416
H 0.5735 5.1238 2.8462
H -0.6831 6.2438 2.2907
H 1.5974 5.9463 -0.5947
H 1.7367 8.0817 0.6869
H 2.9659 6.9230 1.2279
H 1.4692 7.1237 2.1467
C 4.7200 2.0040 0.6308
C 4.0602 3.2366 0.0546
O 4.1045 4.3131 0.6247
N 3.4061 3.0971 -1.1292
C 3.2517 1.9052 -1.9377
H 5.1915 2.2804 1.5681
H 3.9846 1.2206 0.8200
H 5.4805 1.6156 -0.0470
H 2.9797 3.9478 -1.4588
H 3.6805 2.0545 -2.9296
H 2.1939 1.6589 -2.0549
H 3.7547 1.0650 -1.4709